The following is a quantum chemistry calculation of a 6-piece molecular cluster, C15H21N3O9 overall in a non-equilibrium geometry, from the Open Molecules 2025 dataset.

Summary:
HOMO energy = -0.396 Eh
LUMO energy = 0.7 eV
orbital gap = 11.46 eV

Structure (ORCA input):
```
! RIJCOSX wB97M-V def2-TZVPD def2/J DEFGRID3
* xyz 0 1
O 2.17 3.25 -0.51
C 1.33 3.22 -1.38
O 1.47 3.76 -2.61
C 0.29 3.42 -3.39
C -0.57 2.60 -2.47
O 0.10 2.66 -1.20
H -0.22 4.29 -3.66
H 0.75 2.93 -4.25
H -0.47 1.58 -2.93
H -1.62 2.86 -2.43
O 3.00 -1.35 3.88
C 2.18 -2.07 3.40
O 2.17 -3.40 3.49
C 0.89 -3.96 2.96
C 0.17 -2.64 2.54
O 1.03 -1.57 2.90
H 1.12 -4.71 2.20
H 0.38 -4.50 3.72
H -0.78 -2.63 3.12
H -0.07 -2.57 1.50
O -0.40 -0.22 -1.60
C 0.78 -0.23 -1.43
O 1.51 -0.55 -0.37
C 2.85 -0.35 -0.56
C 3.00 0.39 -1.87
O 1.69 0.16 -2.44
H 3.25 0.13 0.37
H 3.29 -1.38 -0.60
H 3.73 -0.02 -2.59
H 3.11 1.46 -1.72
C -1.75 -3.56 -1.88
C -0.44 -3.72 -1.35
N 0.63 -3.85 -0.99
H -2.52 -3.72 -1.02
H -2.04 -4.40 -2.54
H -2.02 -2.66 -2.49
C -4.12 2.49 1.64
C -3.58 2.55 0.28
N -3.29 2.35 -0.82
H -5.15 2.23 1.58
H -4.03 3.47 2.07
H -3.64 1.70 2.18
C -0.36 1.43 1.93
C -1.33 0.34 1.71
N -2.19 -0.41 1.61
H -0.51 2.32 1.27
H 0.65 1.12 1.77
H -0.46 1.77 2.97
*
```

Results of the Löwdin charge analysis, in e, for atoms 1 through 4: O 0.125; C -0.564; O 0.067; C -0.081

=====

The following is a quantum chemistry calculation of a 2-piece molecular cluster, C5H11NO overall in a non-equilibrium geometry, from the Open Molecules 2025 dataset.

Summary:
HOMO energy = -0.285 Eh
LUMO energy = 0.7 eV
orbital gap = 8.47 eV
ΔE to the lowest compared entry with this formula, charge and spin = 69.03 kcal/mol

Structure (ORCA input):
```
! RIJCOSX wB97M-V def2-TZVPD def2/J DEFGRID3
* xyz 0 1
C -1.51 -2.66 1.19
C -1.38 -1.52 0.57
C -0.16 -1.03 -0.03
N -0.42 -0.23 -1.21
C 1.08 -1.32 0.54
C 2.39 -0.77 0.02
H -0.77 -3.26 1.67
H -2.49 -2.97 1.66
H -2.21 -0.88 0.51
H 0.38 -0.05 -1.75
H -1.26 0.34 -1.40
H 1.02 -1.94 1.40
H 3.03 -0.31 0.87
H 2.39 0.17 -0.59
H 3.11 -1.55 -0.39
O -1.02 6.02 -1.33
H -1.63 6.58 -0.91
H -0.54 5.38 -0.82
*
```

Results of the Löwdin charge analysis, in e, for atoms 1 through 4: C 0.000; C -0.174; C -0.323; N 0.083

=====

The following is a quantum chemistry calculation of an isolated molecule of C4H9NO3 in a non-equilibrium geometry, from the Open Molecules 2025 dataset.

Summary:
HOMO energy = -0.358 Eh
LUMO energy = 0.7 eV
orbital gap = 10.48 eV
ΔE to the lowest compared entry with this formula, charge and spin = 18.14 kcal/mol

Structure (ORCA input):
```
! RIJCOSX wB97M-V def2-TZVPD def2/J DEFGRID3
* xyz 0 1
C 0.20 0.50 -1.52
C 0.01 0.83 -0.05
C -1.53 0.96 0.24
O -2.08 -0.34 0.52
N 0.53 -0.10 0.92
C 1.41 -1.09 0.65
O 1.93 -1.32 -0.42
O 1.58 -1.87 1.74
H -0.47 1.16 -2.09
H 1.15 0.79 -1.97
H 0.11 -0.53 -1.85
H 0.45 1.81 0.10
H -2.06 1.42 -0.59
H -1.60 1.38 1.24
H -2.02 -0.89 -0.28
H 0.27 -0.05 1.89
H 2.10 -2.64 1.47
*
```

Results of the Löwdin charge analysis, in e, for atoms 1 through 4: C -0.069; C -0.325; C -0.185; O -0.076

=====

The following is a quantum chemistry calculation of an isolated molecule of C7H12N2OS2 in a non-equilibrium geometry, from the Open Molecules 2025 dataset.

Summary:
HOMO energy = -0.330 Eh
LUMO energy = 0.3 eV
orbital gap = 9.29 eV
ΔE to the lowest compared entry with this formula, charge and spin = 72.02 kcal/mol

Structure (ORCA input):
```
! RIJCOSX wB97M-V def2-TZVPD def2/J DEFGRID3
* xyz 0 1
C -2.64 -2.25 0.19
S -0.88 -2.00 0.31
C -0.86 -0.15 0.09
C 0.53 0.09 0.87
O 0.50 0.40 2.00
C 1.74 0.13 -0.06
C 2.41 1.57 -0.08
C 2.79 -0.94 0.30
N -0.89 0.24 -1.25
N -1.64 1.09 -1.67
C -2.50 1.67 -0.64
S -2.19 0.82 0.92
H -2.80 -3.25 0.38
H -2.94 -2.03 -0.83
H -3.30 -1.55 0.84
H 1.41 -0.08 -1.11
H 2.71 1.96 0.97
H 3.45 1.41 -0.49
H 1.75 2.16 -0.62
H 3.28 -0.83 1.38
H 3.60 -1.04 -0.33
H 2.29 -1.96 0.49
H -2.32 2.78 -0.67
H -3.53 1.76 -0.97
*
```

Results of the Löwdin charge analysis, in e, for atoms 1 through 4: C -0.428; S 0.896; C -0.882; C -0.488

=====

The following is a quantum chemistry calculation of a 2-piece molecular cluster, C5H13NO overall in a non-equilibrium geometry, from the Open Molecules 2025 dataset.

Summary:
HOMO energy (spin up / spin down) = -0.538 / -0.535 Eh
LUMO energy (spin up / spin down) = -5.1 / -8.2 eV
⟨S²⟩ = 0.754
orbital gap (spin up / spin down) = 9.55 / 6.34 eV
ΔE to the lowest compared entry with this formula, charge and spin = 118.03 kcal/mol

Structure (ORCA input):
```
! RIJCOSX wB97M-V def2-TZVPD def2/J DEFGRID3
* xyz 1 2
C -2.28 -0.04 0.16
C -2.47 -0.74 -1.21
C -0.91 -0.44 0.73
N 0.27 0.02 -0.02
C 1.56 -0.08 0.59
C 2.36 1.00 -0.25
O 1.83 2.12 -0.12
H -3.02 -0.36 0.88
H -2.19 1.04 -0.02
H -1.71 -0.63 -2.00
H -2.50 -1.79 -0.91
H -3.41 -0.49 -1.64
H -0.75 -0.06 1.76
H -0.84 -1.57 0.78
H 0.25 1.06 -0.25
H 1.61 0.15 1.71
H 1.98 -1.09 0.44
H 4.05 0.30 0.57
H 2.55 0.70 -1.30
H 3.62 0.90 0.11
*
```

Results of the Löwdin charge analysis, in e, for atoms 1 through 4: C -0.201; C -0.084; C -0.157; N 0.156

=====

The following is a quantum chemistry calculation of a 10-piece molecular cluster, C27H73NO19 overall in a non-equilibrium geometry, from the Open Molecules 2025 dataset.

Summary:
HOMO energy = -0.285 Eh
LUMO energy = -0.1 eV
orbital gap = 7.67 eV
ΔE to the lowest compared entry with this formula, charge and spin = 82.26 kcal/mol

Structure (ORCA input):
```
! RIJCOSX wB97M-V def2-TZVPD def2/J DEFGRID3
* xyz 0 1
C 4.64 -0.45 3.84
C 3.41 -1.15 3.15
C 3.45 -0.85 1.68
C 3.61 -2.65 3.28
C 2.40 -3.39 2.90
C 1.20 -3.08 3.59
C 0.85 -1.51 3.57
C 0.04 -1.32 2.30
C -0.08 -1.25 4.74
N 2.11 -0.75 3.85
O 1.99 0.60 4.02
H 4.53 0.62 3.68
H 4.79 -0.59 4.90
H 5.49 -0.81 3.26
H 3.39 0.23 1.55
H 4.47 -0.87 1.30
H 2.63 -1.26 1.10
H 4.23 -3.06 2.48
H 4.10 -2.92 4.21
H 2.08 -3.21 1.87
H 2.60 -4.46 2.96
H 1.12 -3.44 4.62
H 0.38 -3.58 3.07
H -0.89 -1.89 2.24
H 0.60 -1.65 1.42
H -0.27 -0.28 2.20
H -0.34 -0.19 4.72
H 0.44 -1.37 5.69
H -0.98 -1.85 4.55
H 1.37 0.70 3.29
O 2.07 -2.08 -3.30
C 2.12 -1.48 -1.98
C 3.20 -0.33 -2.05
O 2.70 0.70 -2.85
H 3.01 -2.13 -3.46
H 1.07 -1.37 -1.72
H 2.39 -2.31 -1.32
H 4.12 -0.70 -2.49
H 3.38 -0.09 -1.01
H 2.67 0.43 -3.77
O -1.67 0.16 0.10
C -1.79 0.95 -1.05
C -0.49 0.84 -1.83
O 0.65 1.00 -0.92
H -0.86 0.42 0.55
H -2.62 0.58 -1.65
H -2.12 1.96 -0.81
H -0.51 1.63 -2.58
H -0.56 -0.13 -2.31
H 1.48 1.01 -1.40
O 0.06 5.76 -0.27
C -1.18 6.43 -0.70
C -1.89 5.57 -1.76
O -1.58 4.23 -1.71
H 0.52 6.27 0.39
H -1.92 6.60 0.08
H -0.96 7.46 -0.99
H -1.68 5.91 -2.78
H -2.97 5.72 -1.77
H -1.37 4.23 -0.77
O 4.08 3.48 -2.82
C 3.14 4.26 -2.00
C 2.33 5.24 -2.85
O 1.20 4.59 -3.39
H 3.85 2.54 -2.86
H 2.49 3.59 -1.44
H 3.78 4.87 -1.37
H 2.91 5.44 -3.75
H 1.95 6.00 -2.16
H 0.50 4.46 -2.74
O -3.61 -2.48 4.42
C -3.82 -1.23 4.84
C -4.37 -0.23 3.80
O -3.34 0.33 2.97
H -3.37 -2.51 3.49
H -4.45 -1.41 5.71
H -2.95 -0.66 5.15
H -4.86 0.50 4.43
H -5.09 -0.63 3.08
H -3.06 -0.36 2.36
O -2.03 -2.16 -7.03
C -0.79 -1.53 -6.87
C 0.23 -2.40 -6.26
O -0.23 -2.76 -4.94
H -2.36 -2.47 -6.19
H -0.36 -1.26 -7.84
H -0.93 -0.58 -6.34
H 1.15 -1.81 -6.17
H 0.33 -3.27 -6.90
H 0.31 -2.23 -4.35
O -3.38 -2.62 1.78
C -4.47 -2.76 0.87
C -4.66 -1.52 0.02
O -5.73 -1.77 -0.87
H -2.86 -3.43 1.76
H -4.29 -3.65 0.28
H -5.37 -2.83 1.50
H -3.66 -1.41 -0.40
H -4.87 -0.58 0.53
H -5.49 -2.16 -1.72
O 0.70 1.85 1.77
C 0.92 3.19 2.19
C 2.38 3.56 2.33
O 2.99 3.15 1.13
H 0.79 1.82 0.81
H 0.38 3.82 1.48
H 0.60 3.25 3.23
H 2.84 3.19 3.24
H 2.51 4.64 2.42
H 3.94 3.10 1.16
O -2.59 -4.91 -1.49
C -2.13 -3.58 -1.69
C -2.84 -2.99 -2.89
O -2.77 -3.82 -4.00
H -2.89 -5.07 -2.39
H -2.23 -3.00 -0.77
H -1.10 -3.82 -1.95
H -2.23 -2.16 -3.24
H -3.89 -2.77 -2.66
H -1.90 -3.63 -4.36
*
```

Results of the Löwdin charge analysis, in e, for atoms 1 through 4: C -0.018; C -0.471; C -0.055; C -0.152

=====

The following is a quantum chemistry calculation of C17H32LaN as an isolated structure in a non-equilibrium geometry, from the Open Molecules 2025 dataset.

Summary:
HOMO energy (spin up / spin down) = -0.530 / -0.516 Eh
LUMO energy (spin up / spin down) = -8.2 / -8.3 eV
orbital gap (spin up / spin down) = 6.23 / 5.75 eV
ΔE to the lowest compared entry with this formula, charge and spin = 0.00 kcal/mol

Structure (ORCA input):
```
! RIJCOSX wB97M-V def2-TZVPD def2/J DEFGRID3
* xyz 2 1
La -0.76 -2.16 -1.99
C 0.48 0.82 -1.06
C -0.39 0.72 0.01
C 0.21 -0.30 0.94
C 1.44 -0.68 0.37
C 1.63 -0.03 -0.86
C 2.85 -0.08 -1.75
C 2.50 -0.03 -3.23
C 3.77 -1.25 -1.42
C 3.57 1.24 -1.35
C -0.22 -0.91 2.28
C 0.41 0.01 3.36
C 0.39 -2.31 2.44
C -1.72 -1.04 2.54
C -1.67 1.55 0.10
C -1.72 2.34 1.42
C -1.70 2.58 -1.04
C -2.90 0.66 -0.09
H 0.38 1.50 -1.89
H 2.15 -1.36 0.80
H 2.04 -0.98 -3.56
H 3.40 0.11 -3.83
H 1.82 0.79 -3.47
H 3.24 -2.21 -1.50
H 4.19 -1.17 -0.42
H 4.60 -1.28 -2.13
H 2.98 2.12 -1.61
H 4.52 1.29 -1.90
H 3.80 1.26 -0.28
H 1.49 0.03 3.27
H 0.15 -0.38 4.35
H 0.04 1.03 3.29
H 1.47 -2.28 2.59
H 0.18 -2.94 1.56
H -0.04 -2.80 3.31
H -2.24 -0.10 2.58
H -1.86 -1.52 3.51
H -2.19 -1.69 1.79
H -0.82 2.94 1.54
H -1.84 1.71 2.29
H -2.57 3.03 1.39
H -0.86 3.28 -0.99
H -2.62 3.17 -0.96
H -1.71 2.11 -2.03
H -3.00 -0.11 0.67
H -2.86 0.20 -1.08
H -3.80 1.28 -0.05
N -3.76 -2.02 -1.96
H -4.21 -2.03 -1.05
H -4.11 -2.85 -2.44
H -4.15 -1.23 -2.46
*
```

Results of the Löwdin charge analysis, in e, for atoms 1 through 4: La 1.720; C -0.058; C -0.110; C -0.078

=====

The following is a quantum chemistry calculation of an isolated molecule of C11H12N2O2, from the Open Molecules 2025 dataset.

Summary:
HOMO energy = -0.314 Eh
LUMO energy = 0.7 eV
orbital gap = 9.27 eV
ΔE to the lowest compared entry with this formula, charge and spin = 0.00 kcal/mol

Structure (ORCA input):
```
! RIJCOSX wB97M-V def2-TZVPD def2/J DEFGRID3
* xyz 0 1
C -3.55 0.44 0.30
C -2.12 0.47 -0.23
C -1.15 0.94 0.88
N 0.19 1.09 0.38
C 0.71 2.18 -0.25
N 1.92 2.03 -0.68
C 2.26 0.74 -0.35
C 3.43 0.03 -0.57
C 3.49 -1.27 -0.12
C 2.42 -1.86 0.55
C 1.24 -1.18 0.78
C 1.17 0.13 0.32
C -1.69 -0.91 -0.67
O -1.88 -1.92 -0.04
O -1.05 -0.88 -1.84
H -3.63 -0.31 1.09
H -4.24 0.17 -0.50
H -3.83 1.41 0.70
H -2.03 1.15 -1.09
H -1.15 0.21 1.69
H -1.49 1.91 1.26
H 0.15 3.09 -0.35
H 4.26 0.50 -1.08
H 4.39 -1.85 -0.28
H 2.51 -2.88 0.89
H 0.42 -1.65 1.29
H -0.74 -1.77 -2.09
*
```

Results of the Löwdin charge analysis, in e, for atoms 1 through 4: C -0.045; C -0.259; C -0.093; N -0.024

=====

The following is a quantum chemistry calculation of a 2-piece molecular cluster, H4IN2P overall in a non-equilibrium geometry, from the Open Molecules 2025 dataset.

Summary:
HOMO energy (spin up / spin down) = -0.321 / -0.321 Eh
LUMO energy (spin up / spin down) = -0.3 / -0.3 eV
orbital gap (spin up / spin down) = 8.46 / 8.46 eV
ΔE to the lowest compared entry with this formula, charge and spin = 51.70 kcal/mol

Structure (ORCA input):
```
! RIJCOSX wB97M-V def2-TZVPD def2/J DEFGRID3
* xyz 0 1
N -0.04 1.65 0.51
N -0.51 -1.61 -0.23
P 0.46 0.60 -0.77
I 2.61 -0.35 0.11
H -1.00 2.09 0.37
H -0.08 1.26 1.47
H -1.48 -1.67 -0.50
H 0.06 -1.97 -0.96
*
```

Results of the Löwdin charge analysis, in e, for atoms 1 through 4: N -0.383; N -0.176; P 0.443; I 0.235

=====

The following is a quantum chemistry calculation of a 2-piece molecular cluster, C5H15N4 overall in a non-equilibrium geometry, from the Open Molecules 2025 dataset.

Summary:
HOMO energy = -0.379 Eh
LUMO energy = -3.3 eV
orbital gap = 7.04 eV
ΔE to the lowest compared entry with this formula, charge and spin = 71.19 kcal/mol

Structure (ORCA input):
```
! RIJCOSX wB97M-V def2-TZVPD def2/J DEFGRID3
* xyz 1 1
C -0.97 0.46 -0.97
C 2.69 0.25 0.03
C -1.07 1.93 -0.80
C -1.32 -1.89 -0.56
C -2.58 -0.42 0.68
N 0.76 0.59 1.02
N 2.07 0.24 1.12
N 3.93 -0.36 -0.09
N -1.67 -0.51 -0.44
H -0.26 0.26 -1.77
H 2.18 0.80 -0.68
H -0.09 2.39 -0.73
H -1.67 2.18 0.07
H -1.56 2.32 -1.71
H -2.18 -2.48 -0.19
H -1.18 -2.04 -1.64
H -0.42 -2.26 -0.02
H -2.03 -0.68 1.60
H -2.95 0.53 0.71
H -3.35 -1.11 0.51
H 0.31 0.55 1.94
H 2.53 -0.03 2.01
H 4.29 -0.63 0.82
H 4.54 -0.07 -0.92
*
```

Results of the Löwdin charge analysis, in e, for atoms 1 through 4: C -0.071; C -0.207; C -0.042; C -0.036

=====

The following is a quantum chemistry calculation of a 2-piece molecular cluster, C4H13NOS overall in a non-equilibrium geometry, from the Open Molecules 2025 dataset.

Summary:
HOMO energy = -0.313 Eh
LUMO energy = 0.8 eV
orbital gap = 9.35 eV
ΔE to the lowest compared entry with this formula, charge and spin = 23.25 kcal/mol

Structure (ORCA input):
```
! RIJCOSX wB97M-V def2-TZVPD def2/J DEFGRID3
* xyz 0 1
C -0.63 0.79 1.05
N 0.50 0.05 0.68
C 1.40 0.64 -0.30
C 2.58 -0.34 -0.52
C 0.67 0.86 -1.64
S 1.52 2.01 -2.77
H -1.15 0.29 1.87
H -1.35 0.82 0.25
H -0.43 1.84 1.31
H 1.01 -0.60 1.25
H 1.80 1.60 0.06
H 3.45 0.19 -0.89
H 2.26 -1.13 -1.20
H 2.79 -0.77 0.46
H -0.28 1.32 -1.39
H 0.54 -0.11 -2.10
H 0.65 2.99 -2.52
O -5.27 -3.34 1.78
H -4.51 -3.92 1.95
H -5.55 -3.19 2.69
*
```

Results of the Löwdin charge analysis, in e, for atoms 1 through 4: C -0.152; N -0.113; C -0.486; C -0.060

=====

The following is a quantum chemistry calculation of a 10-piece molecular cluster, C10H40N20O10 overall in a non-equilibrium geometry, from the Open Molecules 2025 dataset.

Summary:
HOMO energy (spin up / spin down) = -0.010 / -0.250 Eh
LUMO energy (spin up / spin down) = 1.8 / 2.0 eV
⟨S²⟩ = 0.751
orbital gap (spin up / spin down) = 2.09 / 8.80 eV
ΔE to the lowest compared entry with this formula, charge and spin = 38.74 kcal/mol

Structure (ORCA input):
```
! RIJCOSX wB97M-V def2-TZVPD def2/J DEFGRID3
* xyz -1 2
C 7.94 1.17 -17.41
O 7.49 0.33 -18.17
N 9.15 1.21 -17.05
N 7.34 2.25 -17.05
H 9.63 0.32 -17.11
H 9.50 2.03 -16.58
H 6.33 2.27 -17.02
H 7.72 2.94 -16.42
C 16.56 -0.88 -14.86
O 15.72 -1.40 -14.12
N 16.59 -1.10 -16.10
N 17.27 0.20 -14.54
H 16.21 -1.96 -16.47
H 17.37 -0.76 -16.65
H 17.57 0.72 -15.36
H 17.12 0.67 -13.66
C 12.54 -3.92 -17.84
O 12.55 -3.84 -19.07
N 11.87 -4.93 -17.26
N 13.17 -3.16 -17.07
H 11.94 -5.13 -16.27
H 11.11 -5.26 -17.83
H 13.57 -2.29 -17.40
H 13.28 -3.47 -16.11
C 13.58 -0.13 -11.45
O 13.84 -1.08 -10.76
N 12.80 0.84 -11.19
N 14.04 0.06 -12.69
H 12.74 1.49 -11.96
H 12.34 0.95 -10.30
H 13.86 0.85 -13.30
H 14.58 -0.64 -13.18
C 13.39 1.02 -17.71
O 14.03 0.61 -18.67
N 12.49 1.87 -17.80
N 13.46 0.60 -16.48
H 12.10 2.20 -16.93
H 12.27 2.41 -18.63
H 14.19 0.12 -15.97
H 12.57 0.75 -16.02
C 10.68 2.12 -13.88
O 11.24 1.03 -14.05
N 11.30 3.21 -14.08
N 9.36 2.34 -13.72
H 10.87 4.12 -14.14
H 12.30 3.10 -14.16
H 8.74 1.56 -13.89
H 8.99 3.23 -13.44
C 14.26 4.21 -21.48
O 15.45 4.31 -21.35
N 13.36 4.10 -20.55
N 13.59 4.25 -22.63
H 12.47 3.80 -20.93
H 13.55 4.32 -19.59
H 14.09 4.61 -23.43
H 12.69 3.79 -22.73
C 15.05 3.05 -13.91
O 13.96 3.10 -13.38
N 16.16 2.76 -13.23
N 15.23 3.57 -15.06
H 16.05 2.53 -12.26
H 17.05 2.93 -13.68
H 14.51 3.52 -15.76
H 16.20 3.46 -15.32
C 10.00 4.92 -17.42
O 10.39 3.89 -16.94
N 10.75 5.61 -18.23
N 8.71 5.32 -17.40
H 10.22 6.32 -18.71
H 11.66 5.30 -18.52
H 8.60 6.32 -17.41
H 8.20 4.71 -16.78
C 12.95 0.28 -22.04
O 12.33 0.55 -23.02
N 14.23 0.50 -21.85
N 12.47 -0.41 -21.03
H 14.79 0.75 -22.65
H 14.78 0.55 -21.00
H 11.50 -0.68 -20.98
H 13.01 -0.45 -20.18
*
```

Results of the Löwdin charge analysis, in e, for atoms 1 through 4: C -0.843; O 0.031; N 0.183; N 0.161